[1]
{"formula": "C16H32BIO6P", "method": "the ωB97M-V functional and the def2-TZVPD basis", "homo_ev": 4.29, "charge": -3, "e_lumo_ev": 5.546, "homo_lumo_gap_ev": 1.3, "elements": ["C", "O", "C", "C", "C", "C", "C", "C", "C", "C", "C", "C", "C", "C", "B", "I", "C", "C", "C", "O", "H", "H", "H", "H", "H", "H", "H", "H", "H", "H", "H", "H", "H", "H", "H", "H", "H", "H", "H", "H", "H", "H", "H", "H", "H", "H", "H", "H", "H", "H", "H", "H", "O", "P", "O", "O", "O"], "xyz": [[0.806, -2.813, 1.354], [2.178, -3.146, 1.110], [2.721, -2.406, -0.010], [4.111, -1.775, 0.392], [4.682, -0.699, -0.622], [3.624, 0.329, -1.188], [3.269, 1.525, -0.212], [2.367, 1.089, 1.028], [1.930, 2.280, 1.964], [0.573, 2.995, 1.583], [-0.533, 2.063, 0.933], [-0.567, 2.337, -0.634], [-0.594, 1.041, -1.550], [-1.448, -0.177, -0.994], [-3.032, 0.099, -0.809], [-4.115, 1.869, -1.470], [-3.903, -1.064, -0.093], [-4.302, -0.508, 1.445], [-3.037, 0.117, 2.283], [-3.717, -1.267, 2.581], [0.196, -2.632, 0.425], [0.318, -3.697, 1.874], [0.720, -1.956, 2.096], [2.900, -3.152, -0.840], [1.940, -1.662, -0.320], [4.083, -1.413, 1.466], [4.860, -2.633, 0.402], [5.522, -0.155, -0.094], [5.149, -1.252, -1.483], [2.675, -0.148, -1.571], [4.102, 0.808, -2.104], [4.227, 1.981, 0.195], [2.741, 2.360, -0.763], [1.538, 0.430, 0.655], [3.036, 0.414, 1.654], [2.748, 3.070, 1.885], [1.984, 1.933, 3.044], [0.131, 3.390, 2.557], [0.749, 3.926, 0.960], [-1.534, 2.399, 1.353], [-0.410, 0.987, 1.219], [0.402, 2.880, -0.889], [-1.390, 3.072, -0.832], [0.479, 0.671, -1.652], [-0.978, 1.358, -2.563], [-1.010, -0.628, -0.044], [-1.365, -1.007, -1.770], [-3.316, -2.008, 0.073], [-4.902, -1.216, -0.593], [-5.335, 0.007, 1.580], [-2.027, -0.336, 2.112], [-3.247, 0.899, 3.054], [-3.894, -2.154, -2.916], [-5.202, -1.719, -3.637], [-6.346, -1.606, -2.598], [-5.575, -2.761, -4.718], [-4.980, -0.341, -4.310]], "forces_ev_per_a": [[-0.9, -0.6, 1.1], [-0.3, 0.6, -0.7], [0.3, -0.2, 0.3], [0.3, -0.6, 0.0], [-0.5, -0.2, 0.3], [0.5, 1.0, -0.3], [-0.4, 0.0, 0.5], [1.3, -0.4, 0.0], [0.7, 0.3, -0.6], [-0.6, -0.1, 1.3], [-0.2, 1.4, -0.2], [0.9, -0.4, 0.2], [0.1, -0.1, 0.6], [0.2, 0.6, -0.8], [-0.3, -2.2, -0.2], [0.3, -0.4, 0.2], [-1.2, 1.3, 2.2], [3.6, 0.2, -0.1], [-2.6, -3.6, -0.1], [-1.4, 2.7, -1.1], [0.8, 0.0, 0.8], [0.7, 0.9, -0.6], [0.1, -0.7, -1.1], [-0.3, 0.9, 0.6], [1.0, -0.5, 0.1], [-0.2, -0.2, -1.3], [-0.8, 0.9, 0.1], [-0.9, -0.4, -0.6], [-0.5, 0.5, 0.7], [1.1, 0.3, 0.5], [-0.5, -0.6, 1.0], [-1.0, -0.5, -0.5], [0.5, -1.0, 0.4], [0.5, 0.8, 0.4], [-0.9, 0.7, -0.7], [-0.8, -0.9, 0.2], [-0.5, 0.3, -1.2], [0.6, -0.3, -1.0], [-0.1, -1.3, 0.5], [1.1, -0.6, -0.5], [0.0, 1.0, -0.4], [-1.1, -0.5, 0.2], [0.6, -1.0, 0.0], [-1.1, 0.6, -0.1], [0.4, -0.6, 1.0], [-0.5, 0.7, -1.0], [-0.5, 0.8, 0.8], [-0.7, 0.8, -0.4], [1.1, -0.3, -0.1], [2.0, -1.0, 0.1], [-0.8, 1.7, -0.4], [0.4, -0.9, -0.6], [0.8, 0.2, 0.6], [0.1, -0.4, 0.1], [-0.3, 0.2, 0.5], [-0.1, -0.1, -0.4], [0.0, 0.6, -0.3]]}

---

[2]
{"formula": "C43H54Cl2MgN4O8P2S2", "method": "the ωB97M-V functional and the def2-TZVPD basis", "e_above_lowest_kj_mol": 14.29, "homo_ev": -6.77, "e_lumo_ev": -0.148, "homo_lumo_gap_ev": 6.6, "elements": ["Mg", "Cl", "C", "C", "C", "Cl", "C", "C", "C", "C", "N", "C", "C", "O", "H", "H", "H", "H", "C", "C", "C", "O", "P", "O", "C", "P", "O", "O", "C", "C", "C", "O", "C", "C", "C", "O", "C", "C", "C", "H", "H", "H", "H", "H", "H", "H", "H", "H", "H", "H", "H", "H", "H", "H", "H", "H", "H", "H", "H", "H", "H", "H", "H", "H", "H", "H", "H", "H", "H", "N", "C", "O", "S", "C", "C", "C", "C", "C", "C", "C", "C", "C", "C", "C", "C", "C", "C", "H", "H", "H", "H", "H", "H", "H", "H", "H", "H", "H", "H", "H", "H", "N", "C", "S", "C", "C", "C", "N", "C", "C", "H", "H", "H", "H", "H", "H"], "xyz": [[0.358, 0.490, 0.427], [1.100, 5.423, 0.047], [2.321, 4.209, 0.277], [3.668, 4.585, 0.211], [4.667, 3.670, 0.393], [6.333, 4.179, 0.304], [4.355, 2.318, 0.667], [5.307, 1.308, 0.927], [4.884, 0.044, 1.223], [3.505, -0.227, 1.232], [2.597, 0.678, 0.975], [2.994, 1.948, 0.712], [1.912, 2.893, 0.503], [0.705, 2.500, 0.543], [3.914, 5.619, 0.012], [6.360, 1.551, 0.896], [5.590, -0.745, 1.440], [3.139, -1.223, 1.457], [-0.710, 0.207, 6.711], [-1.582, -0.592, 5.765], [-3.036, -0.167, 5.805], [-1.015, -0.542, 4.430], [-1.133, 0.549, 3.308], [0.052, 0.533, 2.429], [-2.705, 0.258, 2.471], [-2.973, 1.267, 0.989], [-1.777, 1.406, 0.143], [-3.470, 2.657, 1.561], [-4.809, 2.801, 2.112], [-4.713, 3.440, 3.480], [-5.626, 3.613, 1.129], [-4.306, 0.746, 0.339], [-4.671, -0.260, -0.653], [-4.954, -1.573, 0.044], [-3.651, -0.372, -1.764], [-1.276, 1.963, 4.005], [-0.268, 2.999, 3.660], [-0.908, 4.339, 3.916], [0.977, 2.762, 4.484], [-1.040, 0.045, 7.738], [-0.778, 1.271, 6.488], [0.330, -0.103, 6.628], [-1.514, -1.654, 6.010], [-3.140, 0.895, 5.577], [-3.422, -0.329, 6.812], [-3.642, -0.750, 5.114], [-3.506, 0.497, 3.171], [-2.746, -0.800, 2.202], [-5.253, 1.805, 2.207], [-4.394, 4.479, 3.398], [-3.998, 2.912, 4.108], [-5.691, 3.420, 3.963], [-5.189, 4.604, 1.010], [-6.649, 3.724, 1.491], [-5.650, 3.123, 0.158], [-5.603, 0.147, -1.056], [-4.036, -2.020, 0.421], [-5.399, -2.269, -0.668], [-5.663, -1.426, 0.861], [-2.784, -0.934, -1.428], [-3.330, 0.612, -2.103], [-4.109, -0.901, -2.602], [-0.045, 2.879, 2.598], [-1.233, 4.427, 4.954], [-1.757, 4.490, 3.258], [-0.179, 5.123, 3.713], [0.769, 2.882, 5.549], [1.734, 3.491, 4.196], [1.382, 1.768, 4.304], [-1.457, -2.331, 0.272], [-0.831, -1.356, 0.326], [1.567, -1.169, -0.932], [2.698, -1.977, -1.480], [2.454, -3.682, -0.901], [3.476, -4.578, -1.527], [4.812, -4.511, -1.143], [5.760, -5.313, -1.758], [5.382, -6.188, -2.767], [4.053, -6.257, -3.158], [3.105, -5.453, -2.543], [2.364, -2.188, -3.238], [1.082, -2.858, -3.669], [1.032, -3.360, -4.968], [-0.127, -3.938, -5.462], [-1.252, -4.036, -4.654], [-1.205, -3.550, -3.356], [-0.051, -2.955, -2.866], [1.437, -3.990, -1.128], [2.559, -3.599, 0.182], [5.107, -3.830, -0.355], [6.795, -5.257, -1.448], [6.122, -6.814, -3.246], [3.752, -6.939, -3.941], [2.067, -5.504, -2.850], [3.230, -2.718, -3.642], [2.415, -1.160, -3.610], [1.909, -3.290, -5.601], [-0.148, -4.320, -6.474], [-2.155, -4.497, -5.033], [-2.067, -3.624, -2.705], [-0.055, -2.560, -1.859], [-0.061, 0.886, -6.984], [1.088, 1.112, -6.331], [2.526, 1.269, -7.115], [0.966, 1.186, -4.843], [1.888, 1.908, -4.098], [1.773, 1.919, -2.716], [0.846, 1.236, -2.054], [-0.047, 0.563, -2.771], [-0.040, 0.516, -4.154], [-0.035, 0.830, -7.989], [-0.951, 0.901, -6.518], [2.683, 2.446, -4.594], [2.473, 2.484, -2.111], [-0.788, 0.004, -2.218], [-0.764, -0.116, -4.651]], "forces_ev_per_a": [[0.2, 0.6, -0.3], [0.0, 0.0, 0.0], [0.0, 0.0, 0.0], [0.0, 0.0, 0.0], [0.0, 0.0, 0.0], [0.0, 0.0, 0.0], [0.1, 0.1, 0.0], [0.0, 0.0, 0.0], [-0.1, 0.0, 0.0], [0.0, -0.1, 0.1], [0.0, 0.1, -0.2], [0.0, 0.0, 0.1], [0.1, 0.1, 0.0], [0.0, 0.0, 0.0], [0.0, 0.0, 0.0], [0.0, 0.0, 0.0], [0.0, 0.0, 0.0], [0.0, 0.0, 0.0], [0.0, 0.0, 0.0], [0.1, -0.1, 0.0], [0.0, 0.0, 0.0], [-0.1, -0.1, 0.0], [0.1, 0.5, 0.0], [-0.1, -0.6, 0.1], [0.1, 0.0, 0.0], [0.2, 0.1, 0.0], [-0.1, -0.2, 0.0], [0.0, 0.1, 0.1], [-0.1, 0.0, -0.1], [0.0, 0.0, -0.1], [0.0, 0.0, 0.0], [0.0, -0.2, -0.1], [-0.1, 0.1, 0.0], [0.0, 0.0, 0.0], [0.0, 0.0, 0.0], [-0.1, -0.1, 0.0], [0.0, 0.0, -0.1], [0.0, -0.1, 0.1], [0.0, 0.0, 0.0], [0.0, 0.0, 0.0], [0.0, 0.0, 0.0], [0.0, 0.0, 0.0], [0.0, 0.1, 0.0], [0.0, 0.0, 0.0], [0.0, 0.0, 0.0], [0.0, 0.0, 0.0], [-0.1, -0.1, 0.0], [0.0, 0.0, 0.0], [0.0, 0.1, 0.0], [0.1, 0.1, 0.0], [0.1, 0.0, 0.0], [0.0, 0.0, 0.0], [0.0, 0.0, 0.0], [0.0, 0.0, 0.0], [0.0, 0.0, 0.0], [0.1, 0.0, 0.0], [0.1, 0.0, 0.0], [0.0, 0.0, 0.0], [0.0, 0.0, 0.0], [0.1, 0.0, 0.0], [0.0, 0.0, 0.0], [0.0, 0.0, 0.0], [0.0, 0.1, 0.1], [0.0, 0.0, 0.0], [-0.1, 0.0, -0.1], [0.0, 0.0, 0.0], [0.0, 0.0, 0.0], [0.0, 0.0, 0.0], [0.0, 0.0, 0.0], [-0.2, -0.1, 0.0], [0.0, -0.1, 0.0], [0.2, -0.2, 0.0], [-0.1, 0.2, 0.0], [0.0, 0.0, 0.0], [0.0, 0.0, 0.0], [0.0, 0.0, 0.0], [0.0, 0.0, 0.0], [0.0, 0.0, 0.0], [0.0, 0.0, 0.0], [0.0, 0.0, 0.0], [0.1, 0.0, 0.0], [0.0, 0.1, 0.0], [0.0, 0.0, 0.0], [0.0, 0.0, 0.0], [0.0, 0.0, 0.0], [0.0, 0.0, 0.0], [0.0, 0.1, 0.0], [0.0, 0.0, 0.1], [0.0, 0.0, 0.0], [0.0, 0.0, 0.0], [0.0, 0.0, 0.0], [0.0, 0.0, 0.0], [0.0, 0.0, 0.0], [0.0, 0.0, 0.0], [0.0, 0.0, 0.0], [0.0, 0.0, 0.0], [0.0, 0.0, 0.0], [0.0, 0.0, 0.0], [0.0, 0.0, 0.0], [0.0, 0.0, 0.0], [0.0, 0.0, 0.0], [0.0, 0.0, -0.1], [0.0, 0.0, 0.0], [0.0, 0.0, 0.0], [0.0, 0.0, -0.1], [0.0, 0.1, 0.1], [0.2, 0.0, 0.0], [-0.4, -0.1, 0.2], [0.0, 0.0, -0.2], [0.0, -0.1, 0.0], [0.0, 0.0, 0.0], [0.0, 0.0, 0.0], [0.0, 0.0, 0.0], [0.0, 0.0, 0.0], [-0.1, -0.1, 0.1], [0.0, 0.0, 0.0]]}

---

[3]
{"formula": "C10H16", "method": "the ωB97M-V functional and the def2-TZVPD basis", "spin_multiplicity": 2, "e_above_lowest_kj_mol": 71.33, "homo_ev": [0.76, -3.18], "charge": -1, "e_lumo_ev": [3.567, 3.535], "homo_lumo_gap_ev": [2.8, 6.7], "elements": ["C", "C", "C", "C", "C", "C", "C", "C", "H", "H", "H", "H", "H", "H", "H", "H", "H", "H", "C", "C", "H", "H", "H", "H", "H", "H"], "xyz": [[-1.978, 1.387, 1.810], [-1.150, 2.689, 1.991], [-1.120, 0.154, 1.674], [-1.325, -0.994, 2.471], [-0.110, 0.026, 0.646], [-0.911, -2.246, 2.042], [0.307, -1.217, 0.204], [-0.137, -2.373, 0.860], [-2.714, 1.258, 2.604], [-2.476, 1.444, 0.826], [-1.680, 3.433, 2.595], [-1.838, -0.947, 3.423], [0.509, 0.901, 0.403], [-1.192, -3.091, 2.664], [1.056, -1.261, -0.578], [0.037, -3.365, 0.445], [-0.927, 3.103, 1.002], [-0.186, 2.436, 2.437], [1.594, -0.747, -3.831], [2.323, 0.362, -3.064], [1.108, -0.301, -4.698], [2.250, -1.591, -4.025], [0.738, -1.094, -3.248], [2.302, 1.297, -3.593], [3.417, 0.217, -3.050], [2.104, 0.518, -2.008]], "forces_ev_per_a": [[1.1, -0.3, -0.6], [-0.2, -0.4, -0.3], [0.0, -0.2, 1.2], [0.0, -0.3, -0.8], [0.3, 0.6, -0.3], [-0.1, 0.6, 0.6], [-0.2, 0.0, 0.9], [-0.1, -0.6, -0.8], [0.0, 0.0, 0.0], [-0.5, 0.4, 0.2], [0.1, 0.0, -0.1], [-0.4, 0.2, 0.1], [-0.3, -0.1, -0.3], [0.2, -0.2, -0.1], [0.1, -0.2, -0.2], [0.2, 0.2, 0.1], [0.0, 0.2, 0.1], [-0.1, 0.1, 0.2], [-0.7, 0.6, 1.0], [1.7, -0.1, 0.0], [0.4, -0.4, -0.5], [-0.1, 0.0, -0.4], [0.2, -0.2, 0.2], [-0.6, 0.7, -0.1], [-0.2, -0.5, 0.0], [-0.6, -0.1, -0.1]]}

---

[4]
{"formula": "C19H18NO8P3PbS", "method": "the ωB97M-V functional and the def2-TZVPD basis", "e_above_lowest_kj_mol": 0.00, "homo_ev": -1.38, "charge": -2, "e_lumo_ev": 4.446, "homo_lumo_gap_ev": 5.8, "elements": ["Pb", "O", "N", "C", "C", "C", "C", "C", "C", "C", "P", "C", "C", "C", "C", "C", "C", "C", "C", "C", "C", "C", "C", "H", "H", "H", "H", "H", "H", "H", "H", "H", "H", "H", "H", "H", "H", "H", "H", "O", "P", "O", "O", "O", "P", "O", "O", "O", "H", "H", "S"], "xyz": [[1.276, 0.380, 0.399], [0.601, -1.278, -3.216], [-0.571, -0.561, -3.187], [-1.314, -0.727, -2.171], [-2.631, -0.032, -2.145], [-3.612, -0.483, -3.032], [-4.851, 0.128, -3.092], [-5.121, 1.207, -2.257], [-4.155, 1.641, -1.368], [-2.903, 1.031, -1.282], [-1.618, 1.459, 0.040], [-2.749, 1.136, 1.447], [-3.676, 2.045, 1.945], [-4.533, 1.688, 2.979], [-4.478, 0.413, 3.520], [-3.555, -0.499, 3.024], [-2.691, -0.142, 2.001], [-1.664, 3.277, -0.201], [-1.550, 4.177, 0.856], [-1.505, 5.544, 0.621], [-1.545, 6.036, -0.676], [-1.626, 5.147, -1.738], [-1.689, 3.782, -1.501], [0.708, -1.819, -2.389], [-1.040, -1.400, -1.361], [-3.376, -1.313, -3.686], [-5.601, -0.231, -3.787], [-6.085, 1.702, -2.296], [-4.377, 2.481, -0.720], [-3.733, 3.045, 1.534], [-5.243, 2.413, 3.361], [-5.142, 0.134, 4.330], [-3.489, -1.493, 3.450], [-1.941, -0.840, 1.651], [-1.452, 3.791, 1.862], [-1.418, 6.224, 1.459], [-1.501, 7.104, -0.859], [-1.638, 5.513, -2.759], [-1.755, 3.102, -2.342], [-0.400, -4.158, 0.440], [0.637, -2.932, 0.271], [-0.056, -1.672, 0.728], [1.154, -2.959, -1.134], [1.775, -3.324, 1.312], [3.286, -2.633, 1.309], [3.839, -3.170, -0.110], [4.076, -3.229, 2.398], [3.047, -1.149, 1.218], [-0.802, -4.122, 1.315], [3.148, -3.039, -0.786], [0.378, 1.754, 2.230]], "forces_ev_per_a": [[0.1, 0.2, 0.2], [0.0, 0.1, 0.0], [0.1, -0.1, -0.2], [0.0, 0.0, 0.0], [0.1, -0.1, -0.1], [0.0, 0.1, -0.1], [0.0, 0.0, 0.0], [0.0, 0.0, 0.0], [0.0, 0.0, 0.0], [-0.1, -0.1, 0.2], [-0.4, -0.1, -0.5], [0.1, 0.1, 0.1], [-0.1, 0.0, 0.0], [0.0, 0.0, 0.0], [0.0, 0.0, 0.0], [0.0, -0.1, 0.0], [0.0, 0.0, 0.1], [0.0, 0.0, 0.0], [0.1, 0.0, 0.1], [0.0, 0.0, 0.0], [0.0, 0.0, 0.0], [0.0, 0.0, 0.0], [0.0, 0.0, 0.0], [0.0, 0.0, -0.1], [0.0, 0.1, 0.1], [0.0, 0.0, 0.0], [0.0, 0.0, 0.0], [0.0, 0.0, 0.0], [0.0, 0.0, 0.0], [0.0, 0.0, 0.0], [0.0, 0.0, 0.0], [0.0, 0.0, 0.0], [0.0, 0.0, 0.0], [0.0, 0.0, 0.0], [0.0, 0.0, 0.0], [0.0, 0.0, 0.0], [0.0, 0.0, 0.0], [0.0, 0.0, 0.0], [0.0, 0.0, 0.0], [0.0, -0.1, 0.1], [0.0, 0.1, 0.0], [-0.1, 0.0, 0.0], [0.0, 0.0, 0.0], [0.0, -0.2, 0.0], [0.0, 0.1, -0.1], [-0.1, 0.0, -0.1], [0.0, 0.0, 0.0], [-0.1, 0.1, 0.1], [0.0, 0.0, -0.1], [0.0, 0.0, 0.0], [0.3, -0.1, 0.1]]}

---

[5]
{"formula": "C5H10O2", "method": "the ωB97M-V functional and the def2-TZVPD basis", "e_above_lowest_kj_mol": 746.21, "homo_ev": [-6.83, -7.61], "e_lumo_ev": [0.699, 0.713], "homo_lumo_gap_ev": [7.5, 8.3], "elements": ["O", "C", "C", "C", "C", "O", "C", "H", "H", "H", "H", "H", "H", "H", "H", "H", "H"], "xyz": [[2.237, 0.615, 0.472], [1.474, -0.525, 0.214], [0.038, -0.360, 0.546], [-0.426, 1.120, 0.662], [-1.713, 1.167, -0.153], [-1.496, 0.199, -1.194], [-0.597, -0.701, -0.804], [2.802, 0.851, -0.268], [1.026, -2.353, -0.884], [2.005, -1.435, 0.490], [-0.321, -0.941, 1.396], [-0.597, 1.430, 1.694], [0.307, 1.802, 0.220], [-1.886, 2.127, -0.646], [-2.603, 0.891, 0.421], [-0.276, -1.308, -1.628], [-0.004, -2.686, -0.463]], "forces_ev_per_a": [[-0.1, 0.1, -0.4], [0.6, 0.4, 0.6], [-0.3, 0.2, -0.5], [0.0, 0.0, 0.2], [0.0, 0.1, 0.0], [-0.3, 0.6, -0.1], [-0.2, 0.1, -0.1], [0.1, -0.2, -0.1], [-3.5, -1.7, 1.6], [-0.3, 0.2, -0.1], [-0.2, -0.1, 0.0], [0.1, -0.1, 0.0], [-0.1, -0.3, 0.1], [0.0, -0.1, 0.1], [0.1, 0.0, -0.1], [0.1, 0.2, 0.3], [3.9, 0.7, -1.5]]}

---

[6]
{"formula": "H3O3P3S", "method": "the ωB97M-V functional and the def2-TZVPD basis", "e_above_lowest_kj_mol": 0.00, "homo_ev": -1.48, "charge": -2, "e_lumo_ev": 5.087, "homo_lumo_gap_ev": 6.6, "elements": ["O", "O", "O", "P", "P", "P", "S", "H", "H", "H"], "xyz": [[6.620, 1.689, 0.834], [7.325, -0.795, 0.922], [7.682, 0.588, -1.328], [-9.882, 0.055, 0.540], [5.821, -1.278, 0.347], [6.816, 0.569, -0.083], [-11.369, -0.934, -0.299], [-8.988, 0.674, -0.292], [-10.448, 1.280, 0.281], [6.424, -1.848, -0.923]], "forces_ev_per_a": [[-0.6, 1.4, 0.4], [-0.2, 1.0, -0.2], [-1.3, 0.3, 1.2], [0.3, 0.5, 2.2], [0.7, -0.4, -1.7], [2.6, -2.4, -0.6], [-1.2, -1.7, -1.3], [1.5, -0.4, -1.7], [-0.6, 1.5, 0.9], [-1.1, 0.2, 0.9]]}